[1]
C36H36ClO12 | the ωB97M-V functional and the def2-TZVPD basis

The geometry in XYZ format:
```
85
Properties=species:S:1:pos:R:3:forces:R:3
Cl -0.0663 0.1012 0.0824 -0.6282 0.2276 -0.1840
C -2.6703 1.3862 -2.1026 -4.2044 -2.6307 -5.5819
C -3.2683 0.7042 -3.4506 1.3155 0.9858 3.8170
C -4.5553 0.1872 -3.3326 1.8987 -0.7214 0.0513
C -5.2293 0.2372 -2.0636 -0.5985 1.3710 -1.5176
C -4.7283 0.9552 -0.9686 -0.2600 -1.5541 -3.5461
C -3.4863 1.5232 -1.0036 3.1600 -0.1436 -0.2993
O -2.8513 2.0042 0.1314 -0.9217 -0.0173 0.0108
O -5.1853 -0.4568 -4.3896 -2.9635 2.5917 2.6617
H -1.7363 1.7562 -2.3476 1.8691 0.8401 0.6564
H -2.5773 0.5142 -4.3296 -1.0991 0.5076 1.1765
H -6.2973 -0.0478 -2.1546 0.8326 -0.2031 0.6624
H -5.2943 0.9722 -0.1356 -1.6973 0.2445 2.8078
H -1.9983 1.5542 0.0784 0.5378 0.1733 0.4761
H -4.8723 -1.0418 -5.0136 2.3159 -1.6025 -1.3570
C -1.9343 -3.9558 -3.9416 4.7626 3.4415 2.3810
C -1.1043 -2.9668 -3.0756 -3.0952 1.0079 -0.3603
C 0.2657 -2.8938 -3.0876 -0.6095 -3.1313 -0.9501
C 0.8477 -3.8948 -3.8806 1.9400 -1.5623 -2.2231
C 0.1727 -4.7608 -4.8216 -0.3771 2.1680 1.7964
C -1.2553 -4.7388 -4.8346 -0.7794 -0.1408 -0.3967
O -2.0123 -5.4858 -5.7616 10.3232 -2.5413 1.3078
O 1.1227 -2.1748 -2.3586 0.9951 -0.3435 -1.5145
H -2.9553 -3.8018 -3.9396 -1.9693 -0.0202 0.0562
H -1.5793 -2.0628 -2.4896 0.1946 -2.2165 -1.0374
H 2.0047 -3.9348 -3.8256 -2.0356 -0.0300 -0.3323
H 0.7447 -5.2598 -5.5796 0.0753 -0.5079 0.0440
H -2.8263 -5.2908 -5.8896 -8.3276 2.6822 -0.6259
H 0.7167 -1.7968 -1.6186 -1.1526 1.3987 1.9624
C -3.1093 -3.7868 2.5154 3.3049 -3.5779 -1.6306
C -2.7603 -5.3268 2.5924 -2.5420 2.5919 2.0901
C -1.6373 -5.8748 2.0294 -0.7007 4.5812 -0.2705
C -0.7043 -4.9458 1.3484 -5.6659 -0.5217 2.5009
C -0.9813 -3.6398 1.1514 -2.7186 -0.3313 2.1411
C -2.1683 -3.0438 1.7554 -0.7829 -0.9844 -0.3599
O -2.5013 -1.7408 1.5624 -0.2849 1.7146 -0.2425
O -1.4133 -7.1778 2.1254 4.2822 -1.4696 -1.9786
H -4.0403 -3.3588 2.9014 0.5787 -0.2896 -0.1055
H -3.4343 -5.9678 3.3184 1.3515 1.2160 -1.8545
H 0.1277 -5.3908 1.0994 4.6661 -1.8651 -1.9226
H -0.3293 -3.0638 0.6044 1.3643 1.5210 -1.0141
H -2.0923 -1.1158 0.8914 0.3089 -1.7814 0.9033
H -0.4833 -7.2338 1.6144 -3.0435 -0.6808 1.7943
C 4.3457 2.1222 2.6464 -2.9021 -2.0475 -2.4586
C 3.3397 1.1772 1.9824 0.7855 3.2830 2.4941
C 3.7047 0.6222 0.7824 -1.9657 -2.3902 0.3919
C 5.0217 0.7112 0.3124 1.3441 0.2479 -3.3365
C 5.9797 1.5212 0.8934 1.4347 1.4320 0.6930
C 5.5917 2.3042 2.0724 0.1816 -1.0891 0.7053
O 6.4957 3.1172 2.7774 1.9050 -0.2980 -9.4746
O 2.8577 -0.3098 0.1694 -0.4869 0.8897 -0.4007
H 3.8787 2.7152 3.4424 0.9065 -0.2116 0.0068
H 2.2787 1.1482 2.4984 2.4597 -0.4349 -1.5523
H 5.2947 0.2932 -0.7896 -0.8724 0.5868 2.9992
H 7.0767 1.6252 0.4124 -2.8182 -0.1859 1.3450
H 6.3377 3.1222 3.6144 -1.9158 -0.1558 8.0193
H 1.8207 -0.1358 0.1684 2.4335 0.1785 0.4993
C -0.4763 0.7532 3.7864 1.8770 2.2878 0.7095
C 0.5907 1.8812 4.1224 -2.0864 -1.8693 -4.5986
C 1.1727 1.7942 5.2934 0.2514 -1.8080 4.8887
C 0.7457 0.8652 6.2834 0.0727 -2.7775 2.2767
C -0.2463 -0.1208 6.0594 1.9797 0.7905 1.8148
C -0.8643 -0.1398 4.8144 -0.2606 -0.7754 -2.6524
O -1.6553 -1.2938 4.5594 3.6668 0.8027 3.9554
O 2.2337 2.4842 5.8354 0.3660 1.8650 -1.0235
H -0.7883 0.6822 2.7024 0.1754 -0.0465 1.5778
H 1.1297 2.5592 3.3324 -1.7810 -1.3008 1.2697
H 1.4007 0.7282 7.3334 -1.9007 0.8031 -3.1104
H -0.3773 -0.9318 6.8594 -0.1920 1.3435 -1.5342
H -2.2613 -1.1718 3.9134 -2.7996 0.8519 -3.6081
H 1.9457 3.4092 5.8394 0.5377 -0.0453 0.0193
C 1.9317 3.8342 -2.1156 -0.3131 4.0071 -0.2201
C 2.4197 4.6902 -3.2266 0.3715 -3.9750 0.3079
C 2.1197 6.0012 -3.3096 -1.3853 1.7328 2.3409
C 1.3667 6.5572 -2.2206 -1.3954 1.2142 0.4670
C 0.8457 5.7972 -1.1416 0.2831 -1.4182 -1.2156
C 1.0947 4.3852 -1.0576 2.8876 1.1650 -5.3280
O 0.4817 3.6492 -0.2026 -1.8266 -2.2014 2.9359
O 2.5557 6.8012 -4.3276 -1.0233 1.5832 -0.6477
H 2.3017 2.8582 -2.0266 0.1627 -1.4255 -0.1327
H 2.9957 4.1872 -4.0996 -0.9274 0.9017 1.7519
H 0.9957 7.6782 -2.2636 0.9935 -2.2799 -0.0455
H 0.0517 6.1002 -0.4686 0.3261 0.7694 0.0295
H 0.4427 2.6512 -0.2726 0.5797 1.3543 -0.4111
H 1.9577 7.6132 -4.3886 1.2517 -1.7507 0.2593
```
Positions in Å, forces in eV/Å.

LUMO energy = 2.1 eV
Strongest force on any atom = 10.71 eV Å⁻¹
Total charge = -1
Kohn-Sham gap = 0.287 hartree
Energy above the lowest of the compared OMol25 structures with the same formula, charge and spin = 0.0 kcal/mol
HOMO level = -0.21043 Eh

[2]
C4H10N2 | the ωB97M-V functional and the def2-TZVPD basis

The geometry in XYZ format:
```
16
Properties=species:S:1:pos:R:3:forces:R:3
C 2.0080 -0.5865 -0.1575 0.8789 0.2001 0.3963
N 1.4806 -0.3830 1.0355 -0.0960 -0.2807 -1.0971
N 1.9047 -0.6341 2.2182 0.2105 0.1309 0.8951
H 2.8956 -0.9007 2.1868 -0.3080 -0.0540 -0.3423
H 1.6262 -0.1594 -1.0595 -0.6949 0.1534 0.0352
H -0.4952 -0.7066 -1.2546 -1.4332 0.7842 0.4161
H 3.0300 -0.9344 -0.2036 0.0083 -0.1449 0.2334
C -1.2790 1.3928 -1.0840 -0.0528 -0.0192 0.0839
C -1.2733 -0.0585 -0.7298 1.4664 -0.7378 -0.5740
C -1.9990 -0.6051 0.2285 0.0538 -0.1657 0.3785
H 0.5141 -0.0470 1.0423 0.1259 -0.0347 -0.0978
H -0.2659 1.7688 -1.2111 0.0963 0.0910 0.0036
H -1.7964 1.5402 -2.0298 -0.0409 0.0907 -0.1220
H -1.7823 1.9847 -0.3167 -0.0042 -0.0173 -0.0816
H -1.9583 -1.6621 0.4434 0.0869 -0.1086 0.0078
H -2.6098 -0.0091 0.8918 -0.2968 0.1128 -0.1350
```
Positions in Å, forces in eV/Å.

LUMO energy = 1.0 eV
Strongest force on any atom = 1.74 eV Å⁻¹
Kohn-Sham gap = 0.326 hartree
Energy above the lowest of the compared OMol25 structures with the same formula, charge and spin = 81.9 kcal/mol
HOMO level = -0.28750 Eh

[3]
C2H9N2 | the ωB97M-V functional and the def2-TZVPD basis

The geometry in XYZ format:
```
13
Properties=species:S:1:pos:R:3:forces:R:3
N 0.3468 -1.7976 -0.9922 0.0656 -1.1948 -1.1512
H -0.6401 -1.9647 -1.1738 -0.0930 0.0795 -0.1375
H 0.6240 -2.3949 -0.2243 0.2529 -0.1661 0.2577
H 0.9005 -2.0047 -1.8251 -0.1145 -0.3006 0.0143
H 0.5088 -0.8254 -0.7285 -0.0625 1.2908 1.1657
C -0.8677 1.2400 -0.1932 -0.7877 0.2494 0.8276
C 0.6501 0.8654 1.5642 0.6044 -0.2889 0.2681
N 0.2017 0.4850 0.4515 -0.0440 0.2983 -0.4193
H -1.2863 0.6603 -1.0127 0.0925 0.2315 -0.2409
H -0.5351 2.2233 -0.4981 0.3591 0.0121 -0.5534
H -1.7013 1.4761 0.4817 0.1321 -0.3508 0.1064
H 1.4933 0.3333 1.9932 0.0016 -0.1517 0.0227
H 0.3051 1.7039 2.1575 -0.4066 0.2911 -0.1602
```
Positions in Å, forces in eV/Å.

LUMO energy = -3.7 eV
Strongest force on any atom = 1.74 eV Å⁻¹
Total charge = +1
Kohn-Sham gap = 0.397 hartree
Energy above the lowest of the compared OMol25 structures with the same formula, charge and spin = 23.5 kcal/mol
HOMO level = -0.53466 Eh

[4]
C2H7NS | the ωB97M-V functional and the def2-TZVPD basis

The geometry in XYZ format:
```
11
Properties=species:S:1:pos:R:3:forces:R:3
C -0.3679 -0.3664 1.0310 -0.3836 -0.0391 0.0207
C -0.0449 0.5769 -0.1093 0.0335 0.3721 -0.0754
S 1.0509 -0.2549 -1.2947 0.1561 -0.0332 0.0438
N -1.5447 0.1177 1.7628 0.1321 -0.1174 0.1124
H -0.6151 -1.3499 0.6305 -0.0080 -0.0380 -0.0472
H 0.5043 -0.4854 1.6726 0.2337 -0.0784 0.0253
H -0.9578 0.8696 -0.6241 -0.0651 -0.0802 0.1100
H 0.4278 1.4792 0.2923 0.0057 -0.0956 -0.1609
H 1.1542 0.7600 -2.1607 0.0062 0.0172 0.0109
H -1.2826 0.8597 2.4030 -0.0324 0.0067 -0.0614
H -1.9030 -0.6370 2.3359 -0.0783 0.0859 0.0218
```
Positions in Å, forces in eV/Å.

LUMO energy = 1.0 eV
Strongest force on any atom = 0.39 eV Å⁻¹
SMILES = NCCS
Kohn-Sham gap = 0.369 hartree
Energy above the lowest of the compared OMol25 structures with the same formula, charge and spin = 0.6 kcal/mol
HOMO level = -0.33092 Eh

[5]
C33H30BClF5LiNNa2O14 | the ωB97M-V functional and the def2-TZVPD basis

The geometry in XYZ format:
```
88
Properties=species:S:1:pos:R:3:forces:R:3
N -1.0742 4.9515 2.1276 0.0611 -0.3152 -0.2087
C -0.5298 3.6896 1.6046 -0.4723 0.1749 0.3235
C -1.6186 2.6955 1.2525 0.2726 -0.0244 0.1228
C -2.4233 2.9813 0.1609 -0.4407 0.0332 -0.7100
C -3.4264 2.1288 -0.2698 -0.0559 -0.5712 0.2615
C -3.6459 0.9250 0.3996 0.2649 0.2234 0.4478
C -2.8459 0.6253 1.4947 0.0840 -0.0866 0.2505
C -1.8366 1.5041 1.9345 -0.3135 0.1615 -0.4144
C -1.0231 1.0903 3.0923 0.0068 0.1409 0.4025
O -0.6872 1.8281 3.9964 0.3051 -0.0565 -0.2170
C -0.6686 -0.3601 3.0934 -0.0336 0.5710 0.0429
C 0.5738 -0.8093 3.4781 -0.2235 -0.3944 0.1070
C 0.8319 -2.1746 3.4133 -0.0686 -0.2062 -0.1346
C -0.1540 -3.0659 2.9840 -0.3418 0.1053 -0.1348
C -1.4127 -2.5849 2.6234 0.6147 0.4662 0.1626
C -1.6512 -1.2243 2.6739 -0.6610 -0.3521 -0.3400
C -2.9692 -0.6492 2.2429 -0.0974 0.3196 0.1385
O -4.0198 -1.2059 2.5185 0.2306 -0.4395 -0.7335
H -1.6806 5.3517 1.4070 0.1467 0.2408 -0.0305
H -1.6737 4.7036 2.9082 0.0031 0.1825 0.0822
H 0.0416 3.9168 0.7031 0.0245 -0.0180 -0.1177
H 0.1254 3.2659 2.3610 0.1991 0.0002 -0.0731
H -2.2579 3.8914 -0.4003 0.0658 0.3139 0.0268
H -4.0279 2.3592 -1.1365 0.0651 0.2072 -0.0438
H -4.4007 0.2141 0.0934 -0.1103 0.0822 -0.0731
H 1.2920 -0.0776 3.8006 0.1769 -0.1679 0.1328
H 1.8093 -2.5573 3.6703 0.0339 0.0117 0.0545
H 0.0337 -4.1278 2.9147 0.2082 -0.0166 0.0624
H -2.2263 -3.2037 2.2815 0.1544 -0.4446 0.8450
Na -2.9817 -3.4395 0.5324 -0.0661 0.1005 -0.8878
F 3.2696 0.4111 3.5174 0.4578 -0.3618 -0.0262
C 3.7209 1.6663 3.3483 -0.0257 0.4711 -0.0536
C 2.8792 2.6782 3.7585 -0.3180 -0.1429 0.1560
C 3.2721 3.9880 3.5639 -0.0694 0.2621 -0.2684
C 4.4857 4.2569 2.9383 -0.1522 0.4439 -0.5802
C 5.3194 3.2209 2.5246 0.0149 -0.1359 -0.1535
C 4.9447 1.9024 2.7448 -0.1199 -0.0825 0.0253
H 1.9291 2.4371 4.2202 0.0135 -0.0123 0.0238
H 2.6311 4.7971 3.8938 0.0033 -0.0109 0.0768
H 4.8002 5.2871 2.7750 0.2961 -0.0422 0.3329
H 6.2574 3.4523 2.0388 0.0851 0.0296 0.1761
H 5.5739 1.0768 2.4411 0.0079 0.0047 0.0204
C 1.5802 1.0537 0.0979 -0.0526 0.0468 0.0554
C 2.8395 1.3640 -0.1946 -0.1200 0.0460 -0.0878
C 3.3056 1.4210 -1.6083 -0.0279 -0.0767 -0.0861
O 4.4593 1.7051 -1.8625 -0.0626 0.0801 0.0383
C 2.3142 1.1217 -2.6701 -0.0159 -0.0294 0.1153
C 1.0507 0.8073 -2.3802 -0.1205 0.1280 -0.1591
C 0.5885 0.7494 -0.9728 0.1400 -0.0244 -0.0533
O -0.5513 0.4611 -0.6855 -0.0667 -0.1760 0.0717
H 1.2180 1.0006 1.1197 0.0025 -0.0067 -0.0262
H 3.5711 1.5805 0.5719 0.1285 -0.0117 0.0058
H 2.6755 1.1681 -3.6895 0.0172 0.0049 0.0069
H 0.3042 0.5718 -3.1403 0.3139 0.0983 0.2809
O -0.3666 -3.0190 -4.4493 -0.0337 -0.2226 -0.0421
Cl -1.0987 -1.8710 -4.9575 0.3088 0.2279 -0.0690
O -0.7951 -1.6930 -6.3522 -0.0565 -0.0511 0.0845
O -0.6894 -0.7078 -4.2047 -0.3272 -0.2319 -0.2648
O -2.5112 -2.1035 -4.7843 -0.1888 -0.1305 0.0624
Li 3.2604 5.0722 0.9284 0.0894 -0.3233 0.4308
C -2.9206 6.2337 -1.6539 -0.0651 0.0906 -0.1947
O -2.8647 6.5203 -2.8587 0.0540 0.0016 0.0372
O -4.2378 5.9407 -1.1929 0.3742 0.0035 -0.1921
O -2.0281 6.1541 -0.7941 0.1535 -0.3543 0.4908
H -4.7045 6.0718 -2.0281 -0.3144 -0.0662 0.1489
B 8.0077 4.9329 4.1038 0.1145 0.0134 0.1051
F 8.7781 5.9843 4.5987 -0.0290 0.0383 0.0113
F 7.4695 5.3043 2.8328 -0.1926 -0.0052 -0.1393
F 8.7908 3.7805 3.9448 -0.0622 -0.0754 -0.0860
F 6.9333 4.6551 4.9777 -0.1146 0.0072 -0.0927
O -0.4301 -4.4206 -1.6434 -0.0445 0.2035 0.7026
C -0.6133 -5.1360 -2.5777 0.0006 0.0366 -0.2897
O -1.8467 -5.6734 -2.8021 -0.1039 0.0966 0.1085
C -1.8010 -6.5494 -3.9161 0.5937 -0.1986 -0.0888
C -0.5810 -6.1192 -4.7253 0.0339 -0.0240 -0.2088
C 0.3568 -5.6190 -3.6305 -0.2403 -0.0713 -0.2288
H -1.7230 -7.5762 -3.5558 -0.1517 -0.0435 -0.0488
H -2.7262 -6.4467 -4.4664 0.4087 -0.0862 0.7534
H -0.1718 -6.9188 -5.3408 0.0118 -0.0939 0.1117
H -0.8362 -5.2843 -5.3820 0.0604 0.0567 0.1306
H 0.9679 -6.4180 -3.2048 -0.0111 0.0022 0.0339
H 0.9841 -4.8074 -3.9753 0.0929 0.1073 0.1857
Na -4.0506 -6.2964 -5.6570 -1.4918 -0.0776 0.0623
C -7.0256 -8.5031 -3.5465 -0.4451 -0.4834 -0.2786
O -6.0817 -7.5622 -3.2856 0.7773 0.4636 -0.6453
H -6.6559 -9.4659 -3.9817 0.1808 0.0909 0.0299
H -7.6037 -8.8446 -2.6563 0.1522 0.1719 0.1367
H -7.8318 -8.2061 -4.2622 0.1039 0.1836 0.0081
```
Positions in Å, forces in eV/Å.

LUMO energy = -0.4 eV
Strongest force on any atom = 1.50 eV Å⁻¹
Total charge = -1
Kohn-Sham gap = 0.172 hartree
HOMO level = -0.18761 Eh

[6]
C5H10BN | the ωB97M-V functional and the def2-TZVPD basis

The geometry in XYZ format:
```
17
Properties=species:S:1:pos:R:3:forces:R:3
B -4.9467 -0.1153 -0.4496 -0.7744 -0.7763 -0.6277
C -0.7900 -1.1384 -0.0217 -0.1264 -0.0197 -0.0153
C 2.2713 1.0574 -0.2732 -0.0052 0.0926 -0.0715
C 2.8077 -0.2754 0.1280 0.1149 -0.0597 0.0655
C 0.2666 -0.4305 0.3436 0.0662 0.0181 0.0266
C 1.4407 -0.1808 -0.5010 0.0596 0.0254 -0.1199
N -4.0310 0.6079 0.2129 0.6075 0.7239 0.5787
H -1.6092 -1.3295 0.6487 -0.1479 -0.0283 0.2423
H -0.8814 -1.5772 -1.0027 0.0867 -0.0291 -0.1931
H 1.9642 1.7336 0.5107 -0.0865 0.0016 0.0756
H 2.6894 1.5552 -1.1345 0.0410 -0.0439 -0.0891
H 3.6065 -0.7215 -0.4433 0.0245 0.0142 -0.1281
H 2.8536 -0.4997 1.1832 -0.0581 -0.0200 0.0822
H 0.3240 -0.0050 1.3389 -0.0785 -0.0074 0.1705
H 1.3453 -0.5310 -1.5214 0.0840 0.0270 -0.0151
H -3.0997 0.2986 0.4555 0.1279 -0.0522 -0.0565
H -4.2112 1.5516 0.5259 0.0646 0.1336 0.0750
```
Positions in Å, forces in eV/Å.

LUMO energy (spin up / spin down) = 1.0 / -0.6 eV
Strongest force on any atom = 1.26 eV Å⁻¹
2S+1 = 3
Kohn-Sham gap (spin up / spin down) = 0.258 / 0.321 hartree
Energy above the lowest of the compared OMol25 structures with the same formula, charge and spin = 0.0 kcal/mol
HOMO level (spin up / spin down) = -0.22285 / -0.34186 Eh
<S²> = 2.008